The following is a DFT calculation (wB97M-V/def2-TZVPD) of C6H12 in the gas phase in a non-equilibrium geometry.

XYZ file:
```
18
Properties=species:S:1:pos:R:3:forces:R:3:nbo_charge:R:1
C -0.702 -1.488 -2.473 -0.462 -0.656 3.727 -0.638
C -0.866 -0.978 -0.994 2.742 -1.716 -0.240 -0.172
C 0.215 -1.035 -0.129 -5.262 2.823 0.673 -0.214
C -0.215 -0.255 1.228 0.810 -3.200 0.721 -0.405
C -0.093 1.255 1.220 0.393 -2.300 -4.170 -0.412
C 1.325 1.724 0.993 0.165 2.821 0.189 -0.608
H 0.142 -2.125 -2.576 1.211 -0.076 0.062 0.209
H -1.483 -2.134 -2.743 -1.564 -0.515 -0.498 0.207
H -0.658 -0.658 -3.063 0.149 2.044 -2.054 0.210
H -1.867 -0.636 -0.629 1.099 -0.218 -0.494 0.198
H 1.209 -1.348 -0.361 0.362 -0.171 -0.121 0.208
H 0.424 -0.665 2.102 -0.835 0.606 -1.231 0.190
H -1.295 -0.572 1.512 1.733 0.485 -0.655 0.207
H -0.149 1.463 2.173 -1.499 1.625 5.088 0.197
H -0.946 1.642 0.655 0.596 0.503 -0.186 0.199
H 1.844 1.491 0.037 -0.354 -0.072 0.836 0.213
H 1.267 2.883 1.118 0.404 -1.761 -0.577 0.206
H 1.850 1.437 1.932 0.311 -0.223 -1.070 0.206
```
Positions in Å, forces in eV/Å.

The HOMO energy is -9.1 eV. As for the strongest force on any atom: 6.0 eV/A. The HOMO-LUMO gap is 10.30 eV. As for the SMILES: C/C=C/CCC. The total charge is 0.